# 1
Density functional theory data (ωB97M-V with the def2-TZVPD basis set) for a 11-piece molecular cluster, CH24O10S2 overall at a distorted geometry.

CARTESIAN COORDINATES (ANGSTROEM)
C -0.43004 0.99763 -2.14303
S -0.92377 -0.04909 -3.58046
S 0.45950 -1.60074 -4.25705
H 0.07231 1.84797 -2.48567
H -0.00924 0.27446 -1.38142
H -1.30269 1.40157 -1.66020
H 0.37902 -2.35223 -3.14926
H 1.20263 2.82737 1.51103
H 0.40586 2.23831 0.39990
O 1.20820 2.62985 0.47190
H 0.48841 0.88849 3.67368
H 1.93678 1.52323 3.69523
O 1.07486 1.73828 3.43077
H -2.07969 -3.41780 1.35060
H -1.28820 -3.14372 0.23558
O -1.33532 -2.99978 1.08696
H -3.55425 1.12196 -1.27712
H -2.45206 1.11243 -0.19160
O -3.22754 0.56952 -0.52022
H -2.76590 -1.12360 -0.66357
H -3.76486 -2.14888 -0.45720
O -2.98217 -2.02655 -0.39390
H 2.39379 1.78657 0.39908
H 3.94942 1.95662 -0.15587
O 3.41252 1.48050 0.45624
H -0.48203 -1.08498 1.27677
H 0.74030 -0.26504 1.36535
O -0.09279 -0.25127 1.66264
H -0.95580 1.05886 0.94970
H -1.75879 2.46397 1.06827
O -1.30363 1.82001 0.44848
H 3.05428 -0.87687 -1.26772
H 3.24723 0.01000 0.09118
O 3.18216 -0.96628 -0.31459
H 0.71972 -3.00509 0.48202
H 1.91024 -2.08332 0.01786
O 0.87155 -2.35232 -0.17436

Forces on atoms 1 to 2 (eV/Å):
-1.1 -2.2 0.6
-2.2 2.0 0.7

Properties
**E_HOMO (spin up / spin down)**: 0.08 / -3.23 eV
**Charge**: -1
**Energy above the lowest of the compared OMol25 structures with the same formula, charge and spin**: 2.786 eV
**Expectation value of S²**: 0.7535
**Multiplicity**: 2

---

# 2
Density functional theory data (ωB97M-V with the def2-TZVPD basis set) for a 12-piece molecular cluster, CH25NO13 overall at a distorted geometry.

CARTESIAN COORDINATES (ANGSTROEM)
N -18.87221 5.98041 38.72829
H -18.89710 4.95080 38.42097
H -19.72866 6.19096 39.19276
H -18.68280 6.61980 38.10712
H -18.12339 5.89164 39.32743
C -16.17558 8.03838 37.76906
O -16.23983 7.83709 39.00003
O -16.10473 9.29567 37.39386
O -16.12637 7.15480 36.89256
H -16.05945 10.05364 37.94794
O -13.22099 8.61662 36.53809
H -13.92216 8.53553 37.20025
H -12.69865 9.14346 36.94785
O -18.76372 10.11258 37.05701
H -18.96019 9.62225 36.19719
H -18.07655 9.61648 37.17481
O -18.58902 8.80918 40.46474
H -17.76860 8.62946 39.86128
H -19.34246 8.68954 40.04634
O -15.84378 12.20785 36.07348
H -15.12345 12.56664 36.70179
H -15.56936 11.35410 36.16619
O -13.31292 12.50500 37.54695
H -12.74137 11.75414 37.17794
H -14.02547 11.86130 38.02161
O -14.68876 7.62445 41.35323
H -15.30084 7.43845 40.70558
H -15.20293 7.68367 42.27102
O -16.94286 4.73345 36.37946
H -16.51440 5.26049 36.91800
H -16.11975 4.05403 36.00488
O -14.97328 11.11673 39.18192
H -15.48054 11.51076 39.79502
H -14.14744 10.56870 39.42981
O -16.32153 8.46544 34.49183
H -16.02685 8.32068 35.45559
H -16.84106 7.75085 34.17413
O -14.38551 5.58566 39.36174
H -15.06395 6.24022 39.28652
H -14.10111 5.80708 40.19048

Forces on atoms 1 to 2 (eV/Å):
-2.4 -7.0 2.4
-0.3 1.9 -0.8

Properties
**E_HOMO**: -10.01 eV
**Energy above the lowest of the compared OMol25 structures with the same formula, charge and spin**: 6.883 eV

---

# 3
Density functional theory data (ωB97M-V with the def2-TZVPD basis set) for CH28InO17 as an isolated structure at a distorted geometry.

CARTESIAN COORDINATES (ANGSTROEM)
In -7.41500 -9.47400 20.12800
C -5.48000 -8.21900 19.23500
O -5.39100 -9.36400 19.80600
O -4.90600 -8.09400 18.12100
O -6.58500 -7.67800 19.66600
O -2.64300 -8.60900 20.58200
H -2.80800 -9.24400 21.28600
H -3.57200 -8.56100 20.35200
O -7.52400 -9.87100 17.95100
H -7.70800 -10.82000 17.82700
H -7.85100 -9.35000 17.24300
O -4.09600 -6.17200 21.73400
H -5.01600 -5.94900 21.92000
H -4.05400 -6.18100 20.77200
O -6.64900 -11.59800 19.87500
H -5.95400 -11.78700 19.20600
H -7.01700 -12.43500 20.17100
O -6.81800 -5.97500 17.29700
H -7.10400 -5.08200 17.50100
H -6.53700 -6.35900 18.09000
O -8.38000 -8.09600 21.64300
H -9.31600 -7.75900 21.78600
H -8.09800 -8.20600 22.57700
O -3.64800 -5.96000 19.04700
H -2.84300 -5.76300 18.54500
H -3.96100 -6.81500 18.61900
O -5.30000 -9.05600 15.73800
H -5.19000 -8.72100 16.62700
H -5.23100 -8.34300 15.09900
O -6.72200 -5.24500 20.94800
H -6.85300 -6.18300 20.82200
H -7.59100 -5.08100 21.31700
O -2.50700 -7.96900 17.15400
H -1.91000 -8.48900 17.71600
H -3.37300 -8.11500 17.58900
O -4.26600 -5.77100 15.83900
H -4.08500 -6.14100 14.93900
H -4.69200 -6.39700 16.38500
O -9.06300 -8.07000 18.96700
H -8.74200 -7.15100 18.84700
H -9.94000 -8.01000 19.25200
O -3.33500 -10.48100 18.68800
H -2.54100 -9.96500 18.79500
H -4.10400 -9.91200 19.01900
O -6.69600 -10.04200 22.09600
H -5.96200 -9.51100 22.50900
H -6.44000 -10.87900 22.42100

Forces on atoms 1 to 2 (eV/Å):
-0.3 0.5 -0.7
-1.6 -2.1 -3.4

Properties
**E_HOMO**: -12.07 eV
**Charge**: +1
**Energy above the lowest of the compared OMol25 structures with the same formula, charge and spin**: 2.689 eV

---

# 4
Density functional theory data (ωB97M-V with the def2-TZVPD basis set) for a 14-piece molecular cluster, CH29NO15 overall at a distorted geometry.

CARTESIAN COORDINATES (ANGSTROEM)
N -2.57560 0.90257 -3.29430
H -1.81696 0.66947 -2.46893
H -2.15091 1.63941 -3.85863
H -3.25044 1.32326 -2.89776
H -2.67860 0.09527 -3.81095
C -0.13464 0.02269 -0.16092
O 0.77272 -0.57558 -0.81756
O 0.26699 0.92721 0.73927
O -1.28660 -0.25752 -0.25133
H 1.24608 0.93982 1.13804
O -1.53064 -2.66982 -1.69491
H -2.36745 -2.35614 -2.05299
H -1.24052 -1.92160 -1.20169
O -2.29781 1.20241 2.48914
H -1.58699 0.91009 1.85548
H -2.35198 0.61341 3.26522
O -1.71965 2.77889 -1.00228
H -1.32273 2.21893 -0.34105
H -2.43274 3.24877 -0.56651
O 2.59341 0.37288 -2.65256
H 2.16407 -0.05744 -1.87005
H 2.70081 -0.39137 -3.23239
O -1.38320 -2.02660 2.23956
H -1.90053 -1.45995 2.73365
H -1.13252 -1.39815 1.56904
O 2.01545 -2.22269 0.74509
H 1.93225 -3.12335 0.38663
H 1.23431 -1.79545 0.16410
O 0.08152 -0.55030 -3.97335
H 0.14576 -0.82708 -3.14320
H 0.34256 0.32155 -3.75076
O -3.87020 -0.21764 0.07766
H -3.94111 -0.25159 1.00155
H -2.93825 -0.01911 -0.04634
O 0.22251 0.27049 4.38867
H 0.90268 0.15005 3.80019
H -0.24921 1.17235 4.16833
O 2.86085 1.98211 0.88578
H 2.23227 2.76105 1.02799
H 3.08844 1.72390 1.84588
O 4.31742 -0.87944 0.36888
H 4.38037 -0.12661 -0.30204
H 3.45308 -1.41564 0.09432
O 2.79121 -0.30870 2.99805
H 3.68233 -0.63087 3.22344
H 2.73221 -0.76392 2.18455

Forces on atoms 1 to 2 (eV/Å):
9.9 -1.2 0.3
-2.1 0.6 -2.1

Properties
**E_HOMO**: -10.30 eV
**Energy above the lowest of the compared OMol25 structures with the same formula, charge and spin**: 0.000 eV

---

- The lowest energy above the lowest of the compared OMol25 structures with the same formula, charge and spin belongs to which entry?
  CH29NO15

---

- The lowest energy above the lowest of the compared OMol25 structures with the same formula, charge and spin belongs to which entry?
  CH29NO15

---

- Which of these has the lowest energy above the lowest of the compared OMol25 structures with the same formula, charge and spin?
  CH29NO15

---

- Among the records above, which one has the highest energy above the lowest of the compared OMol25 structures with the same formula, charge and spin?
  CH25NO13